# 1
Molecular formula: C10H20FeN2OP
Method: DFT, ωB97M-V with the def2-TZVPD basis set

The calculation puts the molar mass at 271.10 g/mol. Its expectation value of S² is 6.027. The net charge is -1. For the calculated total energy, the calculation gives -59392.8974 eV. The multiplicity is 5.

Each line ends with the Löwdin charge.
Positions of all 35 atoms, in Å:
C -0.545 -2.114 -3.606  -0.228
N -1.293 -0.288 2.181  -0.121
C -0.136 -0.185 1.488  -0.519
H 2.484 0.030 3.578  0.078
Fe 0.798 1.555 -0.067  0.023
H -3.355 -0.315 2.018  0.076
H 0.219 4.369 -1.524  -0.143
H -1.116 0.924 3.916  0.082
H -0.355 2.660 -2.804  -0.131
N 1.108 -0.015 2.060  -0.143
H 3.141 -0.229 1.808  0.080
P -0.307 3.048 -1.427  0.637
H -2.487 -1.073 0.645  0.100
H 0.579 0.874 -4.690  0.024
H 2.551 -0.777 -3.699  0.027
C 1.501 -1.037 -3.741  -0.199
H 1.060 -0.975 3.929  0.084
H -2.545 0.701 0.791  0.092
C -0.808 -0.821 -4.162  -0.252
H -2.542 -0.133 3.797  0.079
H 0.949 0.818 3.991  0.071
H -1.788 -0.432 -4.432  0.046
C 0.858 -2.223 -3.341  -0.251
C -2.491 -0.242 1.358  -0.047
C 2.277 -0.080 1.156  -0.116
H -0.966 -0.848 4.190  0.078
H -1.289 -2.888 -3.423  0.039
C -1.469 -0.070 3.603  -0.073
H 2.206 -0.941 0.479  0.103
H 1.357 -3.082 -2.895  0.046
H -1.687 3.311 -1.163  -0.140
C 1.400 -0.037 3.472  -0.095
C 0.402 -0.115 -4.291  -0.212
O -0.202 -0.224 0.215  -0.101
H 2.491 0.858 0.589  0.005


# 2
Molecular formula: C18H26N4O6S
Method: DFT, ωB97M-V with the def2-TZVPD basis set

The calculation puts the molar mass at 426.49 g/mol. For the calculated total energy, the calculation gives -48168.5072 eV.

Each line ends with the Löwdin charge.
Positions of all 55 atoms, in Å:
N 5.192 1.335 2.479  0.085
O 7.172 3.191 3.619  -0.045
O -5.684 -4.305 -2.345  0.061
H -3.957 1.914 -3.053  0.085
O 5.878 2.352 5.255  -0.046
H -2.909 -3.864 -2.854  0.133
H 6.471 0.424 4.762  0.114
C -2.445 -1.780 -2.967  -0.098
H 1.522 -0.287 -1.646  0.126
C 7.811 1.964 3.987  -0.140
C -5.268 -3.638 -1.413  -0.433
N 1.537 0.667 0.208  0.066
H -6.302 -4.669 0.120  0.136
C -3.112 -0.412 -3.025  -0.461
N -4.162 -2.857 -1.503  -0.022
C 4.941 2.482 3.048  -0.493
H 5.507 4.121 4.323  0.155
H -4.288 -1.493 1.584  0.130
H -6.960 -3.074 -0.280  0.139
H -5.442 -1.201 0.260  0.137
O -5.338 -3.124 1.014  -0.112
C -0.414 0.620 -1.325  -0.163
C -0.855 0.605 -2.785  -0.176
N -2.297 0.678 -2.949  -0.105
H -2.475 2.607 -3.747  0.092
C 3.156 1.899 1.540  -0.425
C -4.710 -1.909 0.670  -0.185
H -2.806 -2.730 0.110  0.136
O -4.325 -0.317 -3.103  0.067
C 4.185 1.006 1.625  -0.152
C -6.035 -3.638 -0.101  -0.103
H 2.159 -0.087 0.457  0.111
H -0.828 -0.246 -0.800  0.107
O 1.260 2.892 0.575  0.065
H -4.185 -2.889 -3.564  0.127
H -0.798 1.511 -0.827  0.114
H 8.808 2.213 4.345  0.122
C -3.621 -2.157 -0.349  -0.120
H -2.672 2.514 -1.987  0.090
H -3.222 -1.189 -0.658  0.110
C 6.904 1.373 5.078  -0.141
H -0.469 -0.280 -3.291  0.116
H -1.663 -1.804 -2.206  0.101
C -3.439 -2.910 -2.772  -0.134
C 5.854 3.116 4.079  -0.381
H 4.263 0.087 1.061  0.116
C 1.102 0.614 -1.196  -0.178
H 1.512 1.475 -1.729  0.129
S 3.478 3.231 2.571  1.188
C 1.935 1.891 0.705  -0.516
H -1.940 -1.952 -3.923  0.132
H -0.425 1.466 -3.305  0.129
H 7.877 1.304 3.123  0.113
H 7.405 1.252 6.036  0.123
C -2.883 2.007 -2.931  -0.024


# 3
Molecular formula: C3H9N
Method: DFT, ωB97M-V with the def2-TZVPD basis set

The calculation puts the molar mass at 59.11 g/mol. For the calculated total energy, the calculation gives -4745.8506 eV.

Each line ends with the Löwdin charge.
Positions of all 13 atoms, in Å:
N -0.013 -0.984 3.834  0.009
H 1.926 0.291 -3.108  0.061
C -1.254 -0.773 3.874  -0.158
H -1.802 0.169 3.870  0.060
C 1.268 0.611 -2.298  -0.182
H -1.851 -1.664 3.675  0.052
H 0.559 -0.187 4.130  0.038
H 1.673 0.021 -1.470  0.064
H -0.643 0.712 -3.438  0.060
C -0.183 0.284 -2.542  -0.183
H 1.481 1.655 -2.119  0.056
H -0.841 0.657 -1.753  0.061
H -0.319 -0.793 -2.655  0.062


# 4
Molecular formula: C7H15NO2
Method: DFT, ωB97M-V with the def2-TZVPD basis set

The calculation puts the molar mass at 145.20 g/mol. For the calculated total energy, the calculation gives -13084.5733 eV.

Each line ends with the Löwdin charge.
Positions of all 25 atoms, in Å:
O -1.085 2.091 0.063  0.047
H 2.027 1.481 0.192  0.056
C -1.497 -1.993 0.155  -0.032
H -3.198 -0.367 -1.995  0.077
H 3.458 -1.207 1.069  0.094
N 2.350 -1.749 -0.349  -0.068
H 1.210 2.611 -0.920  0.084
H 1.055 -2.183 -1.785  0.075
O 2.685 -0.818 0.638  -0.088
C 0.020 1.164 1.990  -0.022
C -2.146 -0.532 -1.764  -0.109
H -1.203 -2.801 -0.498  0.052
H 0.872 -0.472 -1.041  0.071
C -1.962 -0.847 -0.318  -0.263
H 1.624 3.110 0.725  0.090
H -1.393 -2.172 1.216  0.053
H -1.754 -1.322 -2.405  0.071
C 1.363 -1.442 -1.065  -0.051
H -0.983 1.019 2.393  0.085
H 0.525 0.204 1.891  0.072
H 0.607 1.783 2.667  0.088
H -2.191 -0.030 0.390  0.088
C 1.288 2.277 0.110  -0.028
C -0.046 1.800 0.628  -0.504
H -1.624 0.395 -1.987  0.062


# 5
Molecular formula: C18H26
Method: DFT, ωB97M-V with the def2-TZVPD basis set

The calculation puts the molar mass at 242.41 g/mol. For the calculated total energy, the calculation gives -19085.6847 eV.

Each line ends with the Löwdin charge.
Positions of all 44 atoms, in Å:
H -2.506 3.112 2.238  0.067
H -0.841 -0.147 2.439  0.109
C 1.275 0.061 -0.479  -0.343
H -2.508 -1.904 2.783  0.091
H -3.196 1.025 1.264  0.119
H -0.483 1.527 -2.329  0.073
C 1.983 -2.636 0.312  -0.127
H 4.353 0.081 -1.118  0.051
H 1.737 0.868 -2.469  0.105
H 3.197 -1.833 1.852  0.109
C -1.339 0.419 0.327  -0.351
C 2.477 -1.650 1.039  -0.077
H -0.970 3.108 1.431  0.080
H 0.041 -1.075 -2.010  0.110
C -0.263 2.046 -1.397  -0.063
C 2.065 -0.194 0.839  -0.122
C 0.041 1.079 -0.222  -0.200
C 0.758 -1.198 -1.207  -0.034
H 3.404 -1.114 -2.012  0.083
H -2.680 2.076 -0.035  0.108
H 2.964 0.440 0.846  0.114
H 2.605 1.700 -1.116  0.115
H -0.316 -1.279 1.223  0.081
H -2.084 0.082 -1.821  0.106
H -1.116 2.704 -1.217  0.072
C -1.119 -0.637 1.497  -0.104
H 1.486 0.148 1.712  0.107
C 3.604 -0.013 -1.882  -0.091
H 0.371 1.685 0.614  0.110
H 2.344 -3.638 0.462  0.098
C -2.143 -0.269 -0.786  -0.054
C -3.038 -1.275 -0.557  -0.085
C -2.311 1.501 0.822  -0.214
C -3.218 -1.785 0.789  -0.107
C -1.743 2.437 1.879  -0.092
C 1.049 -2.437 -0.753  -0.094
H -3.617 -1.638 -1.396  0.095
H 3.963 0.464 -2.834  0.084
H 0.577 -3.289 -1.196  0.098
H -4.062 -2.440 0.997  0.093
H -1.277 1.950 2.733  0.068
C -2.336 -1.508 1.798  -0.054
H 0.593 2.726 -1.550  0.081
C 2.280 0.718 -1.511  -0.215


# 6
Molecular formula: C5H11NO
Method: DFT, ωB97M-V with the def2-TZVPD basis set

The calculation puts the molar mass at 101.15 g/mol. For the calculated total energy, the calculation gives -8899.8975 eV.

Each line ends with the Löwdin charge.
Positions of all 18 atoms, in Å:
C 0.453 0.392 1.254  -0.119
O -1.459 0.160 -1.460  -0.073
H 0.868 1.746 -0.333  0.115
H -1.682 -1.657 2.719  0.079
N -1.085 -0.847 2.660  0.040
H -1.338 0.291 -0.509  0.051
C 0.980 -0.214 -1.250  -0.188
H 2.173 0.880 0.148  0.104
H -0.281 -0.586 -2.934  0.111
H -1.513 -0.078 3.148  0.083
C 1.111 0.714 -0.053  -0.234
H -0.571 -1.332 0.684  0.108
H -0.053 1.149 -2.537  0.110
H 1.856 -0.165 -1.902  0.114
H 0.826 -1.232 -0.891  0.105
H 0.324 1.253 1.907  0.106
C -0.393 -0.622 1.485  -0.242
C -0.216 0.148 -2.135  -0.272


# 7
Molecular formula: C5H34NO13
Method: DFT, ωB97M-V with the def2-TZVPD basis set

The calculation puts the molar mass at 316.32 g/mol. The net charge is -1. For the calculated total energy, the calculation gives -33846.3649 eV.

Each line ends with the Löwdin charge.
Positions of all 53 atoms, in Å:
O 1.232 0.024 -3.646  -0.068
H 0.462 -0.591 1.694  0.106
O -1.893 1.824 -3.218  -0.066
C 1.751 -1.727 0.375  -0.154
O -1.488 -3.880 1.121  -0.065
C -1.004 -1.218 -1.288  0.025
H 0.913 2.389 3.454  0.025
H 3.634 -0.094 1.426  0.036
H 2.741 1.092 -0.683  -0.030
O -1.443 1.389 2.797  -0.313
H 2.472 0.841 1.936  0.011
H 0.795 2.497 1.002  0.006
H -4.244 0.000 -1.201  0.034
H 1.896 0.611 -3.246  0.012
H 1.769 3.194 -0.058  0.058
H -2.581 1.226 -2.893  0.003
H 0.795 -2.389 -3.808  0.019
H 1.141 0.253 0.321  0.072
C 0.674 -0.676 0.631  -0.144
H 3.953 0.469 -1.317  0.045
N -1.665 -0.648 0.908  0.100
H 2.609 -2.550 2.207  0.112
H 0.843 -2.687 2.111  0.100
O 0.947 1.935 2.606  -0.223
H 1.364 -2.585 -2.458  -0.002
O -3.420 2.211 1.025  -0.089
C 1.767 -2.763 1.540  -0.252
H -0.159 1.584 2.688  -0.012
H -1.530 -0.060 1.731  0.039
O 1.998 -4.092 1.092  -0.078
H -0.295 -1.744 -1.917  0.019
H 1.586 -2.461 -0.425  0.093
H 1.236 -4.314 0.539  0.077
H -1.396 -3.292 1.877  0.022
H -2.741 1.975 1.686  -0.003
H -3.092 2.961 0.490  0.023
O -1.482 3.979 0.003  -0.074
O 3.111 0.882 -1.528  -0.043
C -0.653 -0.887 -0.036  -0.387
H -2.557 -0.667 0.443  0.067
H -3.684 1.174 -0.321  0.002
O 0.972 2.667 0.043  -0.075
H -2.034 -1.237 -1.611  0.046
H -1.254 2.013 -2.531  0.012
H -1.616 -3.223 0.420  0.010
O 1.060 -3.106 -3.217  -0.081
H -1.779 3.350 -0.683  0.031
H -1.602 2.187 3.301  -0.011
H 0.467 0.611 -3.748  0.026
O -3.740 0.812 -1.243  -0.089
O 3.237 0.776 1.344  -0.065
H -0.772 3.356 0.266  0.010
H 2.699 -1.393 -0.003  0.085